(1)
68
Properties=species:S:1:pos:R:3 method="wB97M-V/def2-TZVPD" total_energy_ev=-245541.724 lumo_energy_ha=-0.1621 charge=-1 homo_ev=-6.2 gap_ev=1.77
C 2.187 1.187 -0.552
C 2.279 1.475 -2.016
N 2.545 2.661 -2.391
C 2.080 0.345 -3.014
P 0.337 -0.096 -3.386
C -0.456 -1.058 -2.056
C -1.963 -0.902 -2.234
C -2.713 -0.321 -1.032
C -2.034 0.898 -0.395
N -2.757 2.173 -0.593
C -2.571 2.731 -1.854
C -3.528 2.466 -2.998
O -1.647 3.491 -2.079
H 2.811 0.334 -0.295
H 2.491 2.049 0.026
H 1.159 0.939 -0.304
H 2.593 2.711 -3.409
H 2.492 0.714 -3.954
H 2.681 -0.521 -2.744
H -0.379 1.115 -3.417
H -0.144 -0.744 -1.061
H -0.187 -2.106 -2.140
H -2.356 -1.880 -2.487
H -2.147 -0.254 -3.147
H -3.710 -0.042 -1.372
H -2.787 -1.106 -0.283
H -1.007 1.055 -0.707
H -1.993 0.731 0.677
H -3.735 2.112 -0.337
H -3.530 3.409 -3.568
H -4.534 2.184 -2.693
H -3.122 1.713 -3.681
Mg -4.144 5.131 -2.944
O 0.556 -1.317 0.812
H 0.781 -1.305 1.760
C -7.598 6.498 -0.064
C -7.640 5.650 -1.249
N -7.657 5.134 -2.285
H -8.601 6.816 0.214
H -7.169 5.965 0.778
H -6.999 7.390 -0.252
Br -2.612 -0.281 -5.141
C -1.500 -4.255 2.585
F -1.164 -3.728 1.408
F -2.796 -4.015 2.788
F -1.334 -5.577 2.506
S -0.479 -3.546 3.946
O -0.753 -2.127 3.903
O 0.881 -3.878 3.590
O -0.963 -4.215 5.129
O 4.992 -1.185 -2.456
H 5.189 -1.919 -3.236
H 5.899 -0.633 -2.182
H 4.498 -1.637 -1.594
F -0.905 -2.654 6.703
Al -0.007 -1.957 7.987
F 0.243 -3.121 9.180
F -0.887 -0.663 8.619
F 1.469 -1.413 7.386
Ca 6.400 -2.439 -1.459
Br -7.848 3.303 0.001
C 9.554 -3.241 2.328
C 8.539 -2.842 1.262
O 8.831 -3.048 0.040
O 7.470 -2.340 1.644
H 10.447 -3.671 1.879
H 9.839 -2.366 2.910
H 9.109 -3.974 3.001


(2)
17
Properties=species:S:1:pos:R:3 method="wB97M-V/def2-TZVPD" s_squared=0.75 total_energy_ev=-14078.141 lumo_energy_ha="-0.0029 / -0.0338" spin_multiplicity=2 homo_ev="-7.4 / -7.7" gap_ev="7.34 / 6.80"
C 0.764 -1.185 0.755
C -0.448 -1.649 -0.056
C -1.747 -1.185 0.530
C -2.484 -0.145 0.050
O -3.445 0.463 0.693
O 1.145 0.158 0.547
Be 0.866 1.105 -0.645
Li -2.301 0.547 2.159
H 1.632 -1.828 0.535
H 0.518 -1.275 1.828
H -0.405 -2.750 -0.104
H -0.337 -1.295 -1.094
H -2.051 -1.640 1.485
H -2.208 0.256 -0.947
O -0.448 1.212 2.391
O 0.687 2.573 0.992
C 0.350 1.561 1.568


(3)
32
Properties=species:S:1:pos:R:3 method="wB97M-V/def2-TZVPD" smiles=CC(C)(C)[Si](C)(Cl)C(C)(C)C de_lowest_kj_mol=125.2 total_energy_ev=-30074.347 lumo_energy_ha=0.0271 homo_ev=-9.3 gap_ev=10.04
Cl 2.161 0.815 -1.317
C -2.288 0.447 -0.397
C -1.137 0.118 -2.582
C -0.364 2.095 -1.130
C -0.426 -0.963 2.022
C 2.061 -1.034 1.853
C 0.882 1.155 1.815
C 0.763 -1.997 -1.264
C -0.918 0.651 -1.112
C 0.761 -0.305 1.439
Si 0.585 -0.313 -0.468
H -2.156 0.575 0.675
H -3.088 1.191 -0.781
H -2.727 -0.483 -0.501
H -2.046 0.516 -3.068
H -0.242 0.344 -3.176
H -1.180 -0.967 -2.605
H -0.485 2.635 -0.162
H 0.786 2.147 -1.285
H -1.004 2.647 -1.830
H -1.229 -0.969 1.312
H -0.747 -0.487 2.916
H -0.263 -2.107 2.160
H 1.861 -1.395 2.853
H 2.765 -0.245 1.928
H 2.468 -1.899 1.291
H 1.081 1.273 2.895
H 1.656 1.688 1.310
H 0.004 1.659 1.463
H 1.278 -1.780 -2.219
H 1.395 -2.601 -0.656
H -0.205 -2.410 -1.379


(4)
33
Properties=species:S:1:pos:R:3 method="wB97M-V/def2-TZVPD" total_energy_ev=-94478.721 lumo_energy_ha=0.1117 charge=-1 homo_ev=-4.5 gap_ev=7.56
C -2.454 -0.254 -0.524
Al -0.997 -0.143 -1.919
F 0.518 -0.869 -1.260
Br -1.727 -1.551 -3.765
C -0.718 1.709 -2.697
N -1.893 2.576 -2.307
H -3.408 -0.100 -1.042
H -2.475 -1.269 -0.125
H -2.402 0.492 0.271
H 0.216 2.184 -2.393
H -0.750 1.672 -3.789
H -1.833 2.741 -1.313
H -2.714 1.999 -2.429
N -0.493 -4.461 0.595
C -0.304 -5.208 1.728
C 0.213 -4.379 2.690
C 0.334 -3.086 2.113
C -0.111 -3.168 0.819
H -0.857 -4.807 -0.272
H -0.551 -6.256 1.750
H 0.473 -4.668 3.695
H 0.706 -2.195 2.592
H -0.188 -2.425 0.040
N 3.081 2.513 0.662
C 1.839 2.145 0.222
C 0.975 3.168 0.515
C 1.726 4.191 1.152
C 3.025 3.759 1.227
H 3.906 1.953 0.582
H 1.678 1.192 -0.259
H -0.079 3.180 0.295
H 1.356 5.137 1.513
H 3.907 4.227 1.631


(5)
16
Properties=species:S:1:pos:R:3 method="wB97M-V/def2-TZVPD" smiles=CC.CC de_lowest_kj_mol=13.8 total_energy_ev=-4342.386 lumo_energy_ha=0.0428 homo_ev=-11.7 gap_ev=12.83
C 0.468 1.853 -0.813
C 1.145 2.228 0.489
H -0.590 1.617 -0.681
H 0.470 2.693 -1.510
H 0.880 1.025 -1.388
H 0.953 1.513 1.277
H 0.844 3.228 0.817
H 2.233 2.296 0.408
C -1.425 -2.447 0.401
C -0.172 -1.695 -0.061
H -2.139 -1.753 0.832
H -1.988 -2.829 -0.457
H -1.151 -3.241 1.083
H -0.356 -0.994 -0.874
H 0.195 -1.117 0.797
H 0.632 -2.376 -0.318


(6)
19
Properties=species:S:1:pos:R:3 method="wB97M-V/def2-TZVPD" smiles="CO[C@@]12C=C[C@@H]1N(C)C2=O" de_lowest_kj_mol=447.8 total_energy_ev=-12985.854 lumo_energy_ha=0.0275 homo_ev=-9.2 gap_ev=9.92
C -0.033 -1.183 0.998
C -0.642 -0.028 1.431
C 0.786 1.298 -0.203
C 0.267 -0.812 -0.362
C -0.563 0.656 -0.038
C 2.771 -0.312 -0.412
C -2.849 0.423 -0.462
N 1.398 0.086 -0.450
O 1.100 2.431 -0.066
O -1.674 1.202 -0.624
H 0.364 -1.956 1.678
H -1.098 0.144 2.339
H 0.142 -1.373 -1.252
H 2.865 -1.189 -1.128
H 3.562 0.389 -0.645
H 2.966 -0.755 0.531
H -2.824 -0.412 -1.209
H -3.763 1.209 -0.738
H -2.773 0.182 0.612


(7)
64
Properties=species:S:1:pos:R:3 method="wB97M-V/def2-TZVPD" s_squared=2.00 de_lowest_kj_mol=648.3 total_energy_ev=-113986.299 lumo_energy_ha="0.0972 / 0.0965" spin_multiplicity=3 charge=-1 homo_ev="-4.2 / -4.1" gap_ev="6.80 / 6.77"
Ni -0.153 -0.040 -0.004
C -1.198 1.134 2.586
N -0.211 0.139 2.161
C -0.575 -1.189 2.667
C 1.122 0.545 2.610
C 2.192 -0.141 1.790
N 1.992 0.137 0.371
C 2.709 -0.864 -0.434
C 2.467 1.479 0.000
H -1.182 1.262 3.676
H -2.189 0.813 2.284
H -0.985 2.084 2.097
H -0.610 -1.193 3.765
H 0.134 -1.936 2.317
H -1.549 -1.467 2.267
H 1.256 0.322 3.677
H 1.202 1.625 2.483
H 2.135 -1.222 1.931
H 3.186 0.188 2.119
H 3.768 -0.907 -0.143
H 2.645 -0.569 -1.474
H 2.242 -1.840 -0.313
H 3.541 1.569 0.212
H 1.917 2.246 0.539
H 2.293 1.634 -1.063
C 2.135 -5.516 -5.602
C 1.880 -4.101 -5.154
C 0.756 -3.404 -5.579
C 0.491 -2.126 -5.115
C 1.365 -1.525 -4.227
C 2.520 -2.182 -3.828
C 2.768 -3.466 -4.286
S 1.010 0.124 -3.662
O 2.313 0.686 -3.389
O 0.142 0.694 -4.651
N 0.236 0.008 -2.220
C -2.091 -0.570 -1.685
C -3.329 -0.655 -2.495
C -4.518 -0.689 -1.874
C -4.614 -0.568 -0.448
C -3.468 -0.264 0.221
N -2.248 -0.119 -0.339
H 1.427 -5.821 -6.374
H 2.031 -6.207 -4.762
H 3.146 -5.631 -5.998
H 0.068 -3.875 -6.272
H -0.395 -1.588 -5.423
H 3.238 -1.680 -3.194
H 3.668 -3.985 -3.971
H -3.213 -0.735 -3.568
H -5.423 -0.794 -2.464
H -5.558 -0.632 0.071
H -3.524 -0.043 1.283
O -2.599 2.452 -1.627
P -1.035 2.189 -1.710
O -0.406 2.992 -2.748
O -0.445 2.003 -0.333
O -1.145 0.483 -2.377
P -1.147 -2.220 -1.520
O -2.409 -3.064 -0.917
O -0.762 -2.859 -2.803
O -0.209 -2.065 -0.315
H -2.968 1.932 -0.894
H -2.686 -3.663 -1.618


(8)
116
Properties=species:S:1:pos:R:3 method="wB97M-V/def2-TZVPD" total_energy_ev=-93698.441 lumo_energy_ha=-0.0344 homo_ev=-8.3 gap_ev=7.36
C 0.473 -3.235 2.047
C 1.345 -2.516 0.940
C 0.604 -2.525 -0.449
C -0.700 -1.632 -0.442
C -1.975 -2.363 -0.284
Cl -2.039 -4.148 -0.062
C -3.207 -1.593 -0.280
C -3.185 -0.124 -0.457
C -1.924 0.588 -0.612
C -1.922 2.144 -0.810
C -2.368 2.952 0.475
O -1.573 4.141 0.589
C -0.648 -0.160 -0.584
C 0.762 0.506 -0.691
C 1.003 1.685 0.303
C 1.666 2.873 -0.242
C 1.983 4.068 0.640
C 1.613 4.062 2.053
C 0.961 2.864 2.589
C 0.667 1.706 1.723
C 0.004 0.474 2.409
C -4.584 0.575 -0.429
O -4.884 1.525 -1.108
C -5.618 -0.084 0.545
C -5.629 -1.433 0.731
C -6.632 -2.076 1.734
C -7.966 -2.600 1.084
C -8.674 -3.497 2.194
I -10.625 -4.203 1.586
C -4.592 -2.289 -0.073
O -4.875 -3.379 -0.503
H 1.060 -3.386 2.988
H -0.472 -2.666 2.287
H 0.153 -4.217 1.596
H 1.696 -1.497 1.231
H 2.261 -3.161 0.805
H 0.407 -3.563 -0.813
H 1.267 -2.052 -1.233
H -2.637 2.386 -1.649
H -0.912 2.451 -1.203
H -2.193 2.306 1.373
H -3.462 3.211 0.376
H -1.225 4.400 -0.278
H 1.624 -0.197 -0.597
H 0.836 0.946 -1.730
H 1.993 2.935 -1.327
H 2.505 4.983 0.262
H 1.828 4.900 2.754
H 0.689 2.842 3.678
H 0.162 -0.463 1.831
H 0.265 0.372 3.497
H -1.107 0.657 2.399
H -6.356 0.545 1.104
H -6.097 -2.957 2.198
H -6.795 -1.338 2.563
H -8.644 -1.716 0.935
H -7.791 -3.169 0.138
H -8.738 -2.893 3.133
H -7.964 -4.341 2.422
O -0.171 3.199 5.442
H -0.482 4.064 5.735
H -0.972 2.662 5.407
O 2.206 -3.959 4.872
H 1.860 -4.661 5.438
H 2.738 -3.416 5.468
O -2.397 -0.628 3.649
H -2.828 -1.195 2.997
H -2.271 -1.203 4.414
O -1.799 -5.625 -3.280
H -1.941 -4.826 -3.808
H -1.632 -5.293 -2.390
O 1.549 3.843 -3.206
H 1.616 3.610 -4.144
H 1.260 4.764 -3.212
O -5.273 -6.603 -0.593
H -5.208 -6.832 -1.527
H -5.560 -5.681 -0.597
O 5.023 3.150 -0.236
H 4.058 3.105 -0.285
H 5.212 3.083 0.711
O 5.986 3.047 -2.913
H 5.501 3.016 -2.070
H 6.498 2.230 -2.917
O 3.268 2.785 -4.987
H 4.133 2.746 -4.554
H 3.330 2.133 -5.692
O -1.477 4.215 -3.666
H -0.522 4.060 -3.684
H -1.681 4.547 -4.548
O -0.127 0.139 -4.094
H -0.609 -0.513 -3.571
H -0.662 0.939 -4.022
O -0.125 -2.836 6.072
H 0.670 -3.206 5.651
H -0.107 -3.187 6.969
O 3.531 0.071 -4.736
H 2.565 0.051 -4.777
H 3.725 0.015 -3.793
O 6.553 3.485 2.269
H 7.357 3.153 1.851
H 6.576 3.102 3.157
O 6.330 -0.697 -5.981
H 6.113 -1.441 -6.553
H 5.470 -0.330 -5.739
O 4.334 -1.756 0.318
H 5.120 -2.113 -0.113
H 4.370 -2.123 1.209
O 6.765 4.070 5.211
H 6.608 4.866 4.688
H 6.902 4.398 6.106
O 9.331 3.470 -3.671
H 9.131 2.726 -4.250
H 8.463 3.811 -3.419
O -2.516 -4.590 -5.655
H -2.792 -5.465 -5.952
H -2.818 -3.999 -6.353